A cluster of 14 separate species, C7H36O13 in total. Source: OMol25; level of theory: ωB97M-V/def2-TZVPD.

```
56
C7H36O13 (ωB97M-V/def2-TZVPD)
C -0.68 -2.05 1.28
C -1.46 -2.17 2.34
C 0.80 -3.61 0.21
C 0.70 -2.66 1.12
C 1.65 -1.92 1.98
C 1.81 -0.60 1.91
C 2.66 0.13 2.89
H -0.96 -1.61 0.34
H -2.46 -1.79 2.46
H -1.25 -2.72 3.26
H 0.01 -4.19 -0.25
H 1.71 -4.08 -0.17
H 2.08 -2.37 2.87
H 1.44 -0.14 1.00
H 3.40 0.74 2.35
H 2.13 0.88 3.47
H 3.20 -0.59 3.49
H -2.06 -2.07 -1.71
H -1.77 -1.27 -3.02
O -1.49 -1.41 -2.11
H 1.61 2.79 -3.26
H 2.29 1.72 -4.04
O 1.62 2.40 -4.14
H -1.10 0.91 -2.93
H -0.82 1.21 -4.32
O -1.52 0.80 -3.79
H 2.07 -1.86 -3.98
H 2.52 -1.18 -2.76
O 1.86 -1.07 -3.47
H 0.84 2.00 -1.93
H 1.27 0.96 -1.20
O 0.40 1.23 -1.55
H -3.59 0.79 2.68
H -2.89 0.05 1.46
O -2.78 0.38 2.37
H -4.23 1.04 -0.66
H -4.72 0.27 -1.70
O -4.79 0.25 -0.73
H 4.26 -2.18 0.74
H 3.03 -2.76 0.08
O 3.88 -2.36 -0.12
H 3.50 1.12 -0.10
H 3.79 -0.21 -0.76
O 3.17 0.54 -0.80
H -1.94 2.23 3.95
H -0.73 2.76 3.27
O -1.27 2.90 4.07
H -1.59 0.17 -0.98
H -0.94 1.09 0.09
O -1.67 0.50 -0.07
H -1.57 1.90 1.78
H -1.88 3.44 1.33
O -1.27 2.69 1.31
H -2.64 2.69 -1.66
H -1.59 2.95 -0.59
O -2.06 3.37 -1.33
```

* calculated total energy: -34458.036 eV
* HOMO-LUMO gap: 8.9236 eV
* HOMO level: -8.940 eV
* energy relative to the best compared isomer or geometry (same formula, charge and spin): 82.6 kcal/mol
* spin multiplicity: 1

***

A cluster of 15 separate species, C7H38O14 in total. Source: OMol25; level of theory: ωB97M-V/def2-TZVPD.

```
59
C7H38O14 (ωB97M-V/def2-TZVPD)
C -1.65 -0.74 -0.94
C -0.95 0.28 -1.74
C -0.48 1.33 -1.09
C -1.05 1.12 -4.00
C -0.47 0.20 -3.22
C 0.37 -0.89 -3.77
C 1.66 -0.75 -4.08
H -1.74 -1.68 -1.51
H -2.68 -0.34 -0.62
H -1.18 -1.07 0.00
H 0.10 2.09 -1.61
H -0.48 1.48 -0.06
H -0.72 1.15 -5.02
H -1.79 1.73 -3.63
H -0.01 -1.82 -3.92
H 2.30 -1.49 -4.48
H 2.24 0.12 -3.87
H 3.27 -0.67 0.58
H 3.16 0.82 1.38
O 3.65 0.19 0.79
H 1.32 0.48 1.55
H 1.35 1.88 1.70
O 1.65 1.14 2.19
H 2.04 3.59 -0.72
H 2.73 3.12 -1.83
O 2.42 3.99 -1.60
H -0.15 3.38 0.92
H 0.86 4.45 0.58
O 0.72 3.51 0.50
H -0.78 -2.41 2.44
H -1.60 -2.27 3.67
O -1.56 -1.96 2.78
H -4.16 -1.66 0.71
H -5.25 -1.10 -0.37
O -4.64 -1.83 0.03
H 3.44 0.33 -1.25
H 1.89 -0.11 -1.73
O 2.71 0.46 -1.83
H -1.15 3.20 3.19
H -2.08 2.16 2.74
O -1.72 3.02 2.51
H 0.81 -3.96 1.52
H 1.56 -2.94 2.27
O 0.64 -3.12 1.96
H 1.85 -3.12 -0.86
H 0.15 -3.13 -0.78
O 0.97 -2.75 -0.78
H 2.28 -0.77 4.18
H 3.66 -1.06 3.56
O 2.65 -1.09 3.40
H -1.93 -3.20 0.44
H -1.89 -4.10 -0.75
O -1.34 -3.70 -0.17
H -2.92 1.91 -0.75
H -3.40 2.74 0.52
O -3.54 1.91 -0.04
H 0.39 1.02 3.45
H -0.96 0.05 3.65
O -0.56 0.89 3.82
```

* calculated total energy: -36536.249 eV
* HOMO-LUMO gap: 8.8772 eV
* HOMO level: -8.940 eV
* energy relative to the best compared isomer or geometry (same formula, charge and spin): 145.0 kcal/mol
* spin multiplicity: 1

***

A structure of composition C7H3BaNO9S. Source: OMol25; level of theory: ωB97M-V/def2-TZVPD.

```
22
C7H3BaNO9S (ωB97M-V/def2-TZVPD)
Ba -2.34 0.00 0.05
O 4.72 0.00 0.06
C 3.35 0.00 0.03
C 2.65 0.00 -1.16
C 1.27 0.00 -1.11
N 0.59 0.00 0.04
C 1.28 0.00 1.19
C 2.66 0.00 1.23
C 0.46 0.00 2.49
O 1.11 0.00 3.54
O -0.79 0.00 2.33
C 0.45 0.00 -2.41
O 1.10 0.00 -3.47
O -0.80 0.00 -2.26
H 5.03 0.00 -0.85
H 3.13 0.00 -2.13
H 3.16 0.00 2.19
O -6.26 0.00 1.27
S -5.46 0.00 0.05
O -6.26 0.00 -1.17
O -4.52 -1.20 0.05
O -4.52 1.20 0.05
```

* calculated total energy: -38761.336 eV
* net charge: -2
* HOMO-LUMO gap: 6.7972 eV
* HOMO level: -2.537 eV
* energy relative to the best compared isomer or geometry (same formula, charge and spin): 0.0 kcal/mol
* spin multiplicity: 1

***

A structure of composition C7H3IrNO4S. Source: OMol25; level of theory: ωB97M-V/def2-TZVPD.

```
17
C7H3IrNO4S (ωB97M-V/def2-TZVPD)
O -0.40 -2.95 -1.20
C -0.60 -1.84 -1.38
Ir -0.38 0.02 -1.61
O -2.53 0.02 -3.88
C -1.75 0.03 -3.06
C 1.66 0.03 -1.77
O 2.80 0.03 -1.73
C -0.60 1.88 -1.34
O -0.40 2.98 -1.12
S -0.69 -0.03 3.41
C 0.98 -0.04 3.04
C 1.14 -0.02 1.66
N 0.01 -0.01 0.90
C -1.04 -0.01 1.74
H 1.77 -0.05 3.79
H 2.10 -0.02 1.16
H -2.06 0.00 1.38
```

* <S²>: 6.022
* calculated total energy: -30622.911 eV
* net charge: +3
* HOMO-LUMO gap (spin up / spin down): 7.8368 / 6.8793 eV
* HOMO level (spin up / spin down): -20.426 / -23.857 eV
* energy relative to the best compared isomer or geometry (same formula, charge and spin): 0.0 kcal/mol
* spin multiplicity: 5

***

A structure of composition C7H3NO4RhS. Source: OMol25; level of theory: ωB97M-V/def2-TZVPD.

```
17
C7H3NO4RhS (ωB97M-V/def2-TZVPD)
O 0.47 -2.82 -1.15
C 0.49 -1.67 -1.27
Rh 0.44 0.30 -1.34
O -2.37 0.32 -2.64
C -1.30 0.30 -2.21
C 2.05 0.40 -2.40
O 3.10 0.44 -2.88
C 0.39 2.24 -1.06
O 0.34 3.39 -0.94
S -1.81 -0.72 2.79
C -0.09 -0.56 3.06
C 0.55 -0.21 1.89
N -0.31 -0.08 0.81
C -1.58 -0.30 1.13
H 0.41 -0.75 4.00
H 1.61 -0.03 1.77
H -2.41 -0.24 0.43
```

* <S²>: 6.022
* calculated total energy: -30791.775 eV
* net charge: +3
* HOMO-LUMO gap (spin up / spin down): 7.6781 / 6.9379 eV
* HOMO level (spin up / spin down): -20.613 / -23.946 eV
* spin multiplicity: 5

***

A structure of composition C7H3NO4SSm. Source: OMol25; level of theory: ωB97M-V/def2-TZVPD.

```
17
C7H3NO4SSm (ωB97M-V/def2-TZVPD)
Sm -0.13 -2.83 0.21
O -3.46 0.01 0.18
C -2.34 -0.51 0.29
O -2.10 -1.83 0.26
C -1.10 0.30 0.40
C -1.14 1.75 0.18
C 0.08 2.38 -0.13
C 1.26 1.60 -0.23
C 1.19 0.20 0.04
N 0.07 -0.32 0.51
C 2.29 -0.76 -0.24
O 3.42 -0.37 -0.53
O 1.89 -2.05 -0.31
H -2.09 2.27 0.21
H 0.14 3.45 -0.23
H 2.21 2.06 -0.46
S -0.19 -5.35 -0.15
```

* <S²>: 8.789
* calculated total energy: -45730.974 eV
* net charge: -1
* HOMO-LUMO gap (spin up / spin down): 5.2004 / 5.2890 eV
* HOMO level (spin up / spin down): -3.324 / -3.403 eV
* spin multiplicity: 6

***

The molecule C7H4. Source: OMol25; level of theory: ωB97M-V/def2-TZVPD.

```
11
C7H4 (ωB97M-V/def2-TZVPD)
C 2.55 -0.54 -0.73
C 1.40 -0.38 0.15
C 2.53 0.16 0.54
C -0.81 1.78 0.57
C -0.02 -0.81 0.21
C -1.14 1.32 -0.57
C -1.07 0.29 0.56
H -0.05 -1.29 -0.88
H -0.02 -1.68 0.88
H -1.39 1.50 -1.64
H -1.97 -0.35 0.92
```

* calculated total energy: -7312.060 eV
* HOMO-LUMO gap (spin up / spin down): 7.4016 / 8.0687 eV
* HOMO level (spin up / spin down): -9.332 / -9.627 eV
* energy relative to the best compared isomer or geometry (same formula, charge and spin): 142.6 kcal/mol
* spin multiplicity: 1

***

The molecule C7H4. Source: OMol25; level of theory: ωB97M-V/def2-TZVPD.

```
11
C7H4 (ωB97M-V/def2-TZVPD)
C -2.33 -0.82 0.58
C -1.35 -0.20 0.50
C -0.23 0.77 0.30
C 1.03 -0.06 0.83
C 1.65 -1.18 1.24
C 0.10 0.94 -1.27
C 1.00 0.81 -2.25
H -3.42 -0.84 0.57
H -0.32 1.73 0.95
H 2.03 -2.20 1.63
H 1.83 1.06 -3.08
```

* calculated total energy: -7313.777 eV
* HOMO-LUMO gap: 9.9076 eV
* SMILES: C#CC(C#C)C#C
* HOMO level: -9.482 eV
* energy relative to the best compared isomer or geometry (same formula, charge and spin): 103.0 kcal/mol
* spin multiplicity: 1

***

A structure of composition C7H4AsCl2N3O2S4SeTc. Source: OMol25; level of theory: ωB97M-V/def2-TZVPD.

```
25
C7H4AsCl2N3O2S4SeTc (ωB97M-V/def2-TZVPD)
Tc -0.40 1.13 -0.61
S 4.02 3.22 1.04
As 1.90 3.46 1.44
S 1.42 1.24 0.78
S -1.64 2.47 0.09
S 3.41 2.78 2.94
Se 1.51 -0.42 3.61
N 0.36 -1.72 3.63
C -0.43 -1.69 2.55
C -1.47 -2.62 2.24
C -2.17 -2.44 1.07
C -1.86 -1.36 0.22
N -0.90 -0.47 0.49
C -0.18 -0.63 1.65
N 0.81 0.20 2.02
H -1.68 -3.44 2.91
H -2.96 -3.11 0.79
H -2.40 -1.22 -0.71
Cl 1.75 -0.69 -4.09
C 0.47 0.51 -4.37
Cl 1.01 1.93 -5.21
C 0.05 0.86 -2.98
O -0.90 0.25 -2.36
O 0.65 1.72 -2.23
H -0.34 0.04 -4.90
```

* calculated total energy: -212628.029 eV
* net charge: +3
* HOMO-LUMO gap: 5.5781 eV
* HOMO level: -18.440 eV
* spin multiplicity: 1

***

A cluster of 2 separate species, C7H4ClF3N2 in total. Source: OMol25; level of theory: ωB97M-V/def2-TZVPD.

```
17
C7H4ClF3N2 (ωB97M-V/def2-TZVPD)
N 2.51 2.83 -2.50
C 1.91 2.08 -1.89
C 1.11 1.09 -1.22
C 0.51 1.50 -0.04
C -0.19 0.47 0.64
C -0.37 -0.70 0.07
C 0.30 -0.94 -1.18
N 0.98 -0.08 -1.78
H 0.49 2.61 0.30
H -0.31 0.74 1.71
H -1.04 -1.40 0.59
H 0.11 -1.95 -1.65
F 4.20 0.59 2.84
C 3.04 0.41 2.20
F 3.42 0.21 0.97
F 2.25 1.45 2.22
Cl 2.21 -1.02 2.92
```

* calculated total energy: -30977.628 eV
* HOMO-LUMO gap: 10.2400 eV
* SMILES: N#Cc1ccccn1.FC(F)(F)Cl
* HOMO level: -10.080 eV
* energy relative to the best compared isomer or geometry (same formula, charge and spin): 3.1 kcal/mol
* spin multiplicity: 1

***

A structure of composition C7H4ClFeO2S4. Source: OMol25; level of theory: ωB97M-V/def2-TZVPD.

```
19
C7H4ClFeO2S4 (ωB97M-V/def2-TZVPD)
Fe 0.31 0.15 -0.18
Cl 1.54 -7.01 0.78
C 0.96 -5.39 0.42
C -0.08 -5.22 -0.52
C -0.55 -3.97 -0.81
C -0.03 -2.81 -0.16
O -0.50 -1.65 -0.45
C 1.02 -3.02 0.78
C 1.64 -1.92 1.47
O 1.29 -0.75 1.43
C 1.50 -4.31 1.05
H -0.49 -6.09 -1.01
H -1.33 -3.83 -1.54
H 2.50 -2.17 2.11
H 2.30 -4.45 1.77
S 0.29 2.32 0.37
S 1.94 3.28 -0.36
S 2.73 2.10 -1.97
S 1.82 0.28 -1.88
```

* <S²>: 6.026
* calculated total energy: -101673.406 eV
* net charge: -1
* HOMO-LUMO gap (spin up / spin down): 5.6077 / 5.6802 eV
* HOMO level (spin up / spin down): -3.130 / -3.248 eV
* energy relative to the best compared isomer or geometry (same formula, charge and spin): 0.0 kcal/mol
* spin multiplicity: 5

***

The molecule C7H4N2O4S. Source: OMol25; level of theory: ωB97M-V/def2-TZVPD.

```
18
C7H4N2O4S (ωB97M-V/def2-TZVPD)
O 1.19 2.75 -0.89
C 1.14 1.77 -0.18
N 2.11 1.32 0.70
N 2.54 0.50 1.46
O 2.25 -0.78 1.27
S 1.80 -1.07 -0.32
O 1.61 -2.46 -0.35
O 2.81 -0.55 -1.23
C 0.15 -0.47 -0.23
C -0.87 -1.43 -0.34
C -2.12 -1.01 -0.09
C -2.43 0.35 0.19
C -1.40 1.24 0.22
C -0.10 0.90 -0.01
H -0.59 -2.32 -0.77
H -2.95 -1.61 -0.30
H -3.47 0.65 0.45
H -1.66 2.25 0.42
```

* calculated total energy: -29324.066 eV
* HOMO-LUMO gap: 8.9383 eV
* SMILES: O=C1N=NOS(=O)(=O)c2ccccc21
* HOMO level: -10.152 eV
* energy relative to the best compared isomer or geometry (same formula, charge and spin): 40.8 kcal/mol
* spin multiplicity: 1

***

Repeat the third record exactly.
A structure of composition C7H3BaNO9S. Source: OMol25; level of theory: ωB97M-V/def2-TZVPD.

```
22
C7H3BaNO9S (ωB97M-V/def2-TZVPD)
Ba -2.34 0.00 0.05
O 4.72 0.00 0.06
C 3.35 0.00 0.03
C 2.65 0.00 -1.16
C 1.27 0.00 -1.11
N 0.59 0.00 0.04
C 1.28 0.00 1.19
C 2.66 0.00 1.23
C 0.46 0.00 2.49
O 1.11 0.00 3.54
O -0.79 0.00 2.33
C 0.45 0.00 -2.41
O 1.10 0.00 -3.47
O -0.80 0.00 -2.26
H 5.03 0.00 -0.85
H 3.13 0.00 -2.13
H 3.16 0.00 2.19
O -6.26 0.00 1.27
S -5.46 0.00 0.05
O -6.26 0.00 -1.17
O -4.52 -1.20 0.05
O -4.52 1.20 0.05
```

* calculated total energy: -38761.336 eV
* net charge: -2
* HOMO-LUMO gap: 6.7972 eV
* HOMO level: -2.537 eV
* energy relative to the best compared isomer or geometry (same formula, charge and spin): 0.0 kcal/mol
* spin multiplicity: 1

***

Question: Which value of spin multiplicity does entry 5 give?
Answer: 5